Entry 1:
Entry from the Open Molecules 2025 dataset: C25H20BrN6O4RhS2 as an isolated structure at a distorted geometry (ωB97M-V with the def2-TZVPD basis set).

Results
HOMO level (alpha / beta) = -7.304 / -8.548 eV
Expectation value of S² = 6.016
Spin multiplicity = 5
HOMO-LUMO gap (alpha / beta) = 6.55 / 4.95 eV
Total charge = 0

Element x y z (Å)
Rh: 0.118969 0.819264 -0.947006
Br: -0.549853 -3.426581 -1.490791
C: -4.961850 -0.171694 -4.759003
C: -3.748489 -0.210317 -3.875163
C: -2.462247 -0.139243 -4.396026
C: -1.386393 -0.127592 -3.535366
N: -1.507705 -0.189620 -2.204694
C: -2.743784 -0.281484 -1.706069
C: -3.875922 -0.296553 -2.494859
H: -4.698225 -0.276057 -5.809868
H: -5.484596 0.778644 -4.637232
H: -5.661072 -0.965697 -4.494522
H: -2.294598 -0.066306 -5.462037
H: -0.377937 -0.050265 -3.923939
H: -2.818072 -0.327869 -0.626878
H: -4.848180 -0.367705 -2.024569
O: 1.817506 4.302108 0.673709
S: 2.360779 2.999003 0.325413
N: 1.482899 1.853030 0.056200
N: 2.441657 -3.642561 4.070214
C: 3.458129 -4.323760 4.716784
C: 3.527129 -4.947839 5.962222
C: 4.729658 -5.539683 6.281556
C: 5.826935 -5.512749 5.395598
C: 5.740887 -4.891863 4.169120
C: 4.529830 -4.290537 3.831569
N: 4.177217 -3.607565 2.664614
C: 2.946272 -3.254044 2.860519
C: 2.138931 -2.503994 1.864708
C: 0.847644 -2.071077 2.100080
C: 0.162236 -1.393122 1.112578
N: 0.691650 -1.105148 -0.088213
C: 1.942693 -1.555137 -0.313286
C: 2.685862 -2.239900 0.620784
H: 1.507581 -3.499167 4.409276
H: 2.688297 -4.968783 6.644449
H: 4.836243 -6.037739 7.235912
H: 6.753650 -5.988404 5.686240
H: 6.576100 -4.865992 3.482297
H: 0.339591 -2.247048 3.039511
H: -0.851375 -1.046913 1.270151
H: 2.339654 -1.343297 -1.297151
H: 3.684730 -2.581231 0.386814
O: 0.897222 4.241943 -2.614290
S: -0.446154 3.830785 -2.814396
O: -0.911908 3.511328 -4.145255
N: -0.845189 2.620446 -1.791288
C: -1.662623 2.982856 -0.790404
O: -1.942339 2.216569 0.137926
C: -2.153620 4.396285 -0.955718
C: -3.095357 5.073308 -0.207659
C: -3.426385 6.364999 -0.603526
C: -2.826738 6.943875 -1.721049
C: -1.879715 6.255727 -2.471857
C: -1.555414 4.979591 -2.050746
H: -3.554325 4.602859 0.651654
H: -4.159949 6.930085 -0.043459
H: -3.105458 7.948295 -2.014335
H: -1.414480 6.703534 -3.339246

Atomic forces in eV per Å
-0.5 0.8 -0.2
0.0 0.0 0.0
0.0 0.0 0.0
-0.1 0.0 -0.2
-0.1 0.0 0.0
0.1 0.0 0.1
-0.2 0.1 -0.3
0.1 0.0 0.1
0.1 -0.1 0.1
0.0 0.0 0.0
0.0 0.0 0.0
0.0 0.0 0.0
0.0 0.0 0.0
0.0 0.0 0.0
0.0 0.1 0.0
0.0 0.0 0.0
-0.2 -0.1 -0.1
0.8 0.6 0.4
-0.3 -0.4 -0.2
0.1 -0.1 0.2
-0.4 0.1 0.2
0.0 0.1 -0.1
0.2 0.0 -0.1
-0.1 0.0 0.1
0.1 0.0 0.0
0.2 0.2 -0.6
0.3 -0.3 0.4
-0.7 0.5 -0.5
0.5 -0.4 0.4
-0.5 0.1 0.2
0.0 0.1 -0.2
0.5 -1.0 0.7
-0.2 0.1 -0.1
0.2 0.0 -0.4
0.0 0.0 0.0
0.0 0.0 0.0
0.0 0.0 0.0
0.0 0.0 0.0
0.0 0.0 0.0
0.0 0.0 0.0
0.0 0.0 0.1
0.1 0.0 0.0
0.0 0.0 0.0
1.1 0.2 -0.2
-1.7 -0.5 0.0
0.4 0.1 0.3
0.4 -0.3 -0.2
-0.1 0.2 0.1
0.0 -0.1 -0.1
0.1 -0.5 0.1
0.0 0.2 0.0
0.1 -0.1 0.0
0.0 0.0 0.0
0.0 -0.1 0.2
-0.2 0.5 -0.4
0.0 0.0 0.0
0.0 0.0 0.0
0.0 0.0 0.0
0.0 0.0 0.0

These are the Mulliken partial charges, in e, on atoms 1 to 2: atom 1 (Rh): 0.570, atom 2 (Br): -0.061

---

Entry 2:
Entry from the Open Molecules 2025 dataset: C14H32AlF6O18S6 as an isolated structure at a distorted geometry (ωB97M-V with the def2-TZVPD basis set).

Results
HOMO level = -12.692 eV
Spin multiplicity = 1
HOMO-LUMO gap = 2.86 eV
Total charge = +1

Element x y z (Å)
Al: 2.021209 0.344140 -1.391491
C: -1.977818 3.274722 -2.602130
F: -2.860123 3.949293 -1.848177
F: -2.208008 1.991092 -2.538469
F: -2.122625 3.704877 -3.834180
S: -0.289216 3.839484 -1.964195
O: -0.481074 4.222039 -0.584677
O: 0.643241 2.729753 -2.132003
O: 0.026687 4.917130 -2.877443
C: 6.060290 -2.228162 0.761621
F: 6.988203 -3.149492 0.757458
F: 5.116426 -2.534927 1.655892
F: 6.571206 -1.044653 1.040429
S: 5.202148 -2.167238 -0.905631
O: 6.121021 -1.474632 -1.797008
O: 5.038552 -3.561186 -1.289070
O: 3.981691 -1.424915 -0.549595
O: -0.216345 0.711656 0.377676
S: -1.211409 0.998288 1.373075
O: -0.883718 1.670031 2.599711
O: -2.310168 1.858700 0.546938
C: -3.008540 2.933592 1.208715
C: -4.426357 2.549624 1.557553
C: -2.165651 -0.427878 1.726132
H: -3.069623 3.671031 0.407814
H: -2.446993 3.388087 2.021733
H: -4.781778 3.315296 2.253908
H: -4.576445 1.633669 2.133322
H: -5.129509 2.511481 0.727740
H: -3.117517 -0.121653 2.155517
H: -1.674587 -1.117427 2.407944
H: -2.382931 -0.866789 0.751736
O: -2.395037 -0.420961 -4.036045
S: -1.810334 -1.109568 -2.914650
O: -0.529637 -0.695984 -2.406799
O: -2.833131 -1.075908 -1.654423
C: -4.209566 -1.286957 -1.897929
C: -4.950073 0.058205 -1.639133
C: -1.819262 -2.939380 -3.218301
H: -4.692989 -2.021579 -1.253515
H: -4.582705 -1.499079 -2.902241
H: -4.450178 0.811249 -2.244722
H: -4.879178 0.327099 -0.586194
H: -5.981090 -0.056379 -1.971153
H: -1.769610 -3.193215 -2.157318
H: -0.891277 -3.348546 -3.610935
H: -2.717338 -3.272525 -3.725027
O: 2.910124 4.728248 0.518268
S: 2.421797 3.590076 1.276536
O: 2.105514 2.345380 0.594358
O: 3.539793 3.229706 2.378063
C: 4.075661 4.275046 3.187533
C: 5.340222 3.751024 3.822447
C: 1.083502 4.173843 2.397780
H: 3.289854 4.532412 3.900886
H: 4.317012 5.115277 2.532058
H: 6.041006 4.493037 4.209087
H: 5.960288 3.176864 3.133684
H: 5.132424 3.131824 4.697038
H: 1.017103 3.615023 3.323853
H: 0.146151 4.227380 1.844737
H: 1.249511 5.241856 2.548378
O: 1.202493 -2.320028 -0.862725
S: 0.761810 -3.532538 -0.205140
O: -0.353776 -3.410615 0.714478
O: 0.463042 -4.644955 -1.357968
C: -0.136962 -5.886202 -1.040653
C: -1.625253 -5.897720 -1.316489
C: 2.082770 -4.375367 0.719863
H: -0.103249 -6.109930 0.030857
H: 0.339092 -6.723760 -1.548090
H: -2.077633 -5.077371 -0.752137
H: -2.229781 -6.774828 -1.092111
H: -1.839507 -5.691500 -2.369665
H: 1.767784 -5.346417 1.094936
H: 2.247234 -3.782121 1.618966
H: 2.953141 -4.425139 0.068729

Atomic forces in eV per Å
-1.1 0.0 1.5
0.1 1.3 0.4
-0.1 -0.4 0.0
0.2 -0.4 0.2
0.1 -0.2 -0.5
-1.1 1.2 0.6
0.1 -0.3 -0.3
1.3 -1.7 -0.8
0.3 -0.6 0.4
-0.9 0.2 -0.4
0.3 -0.1 0.0
0.2 -0.1 0.3
0.1 0.1 0.1
2.7 -0.8 -1.6
-1.0 0.1 0.7
-0.9 0.9 0.7
-1.7 0.8 -0.3
0.6 -0.5 -0.1
-1.3 1.1 -0.2
0.2 -0.2 -0.6
1.3 -0.8 0.8
-0.8 0.4 -1.1
-0.5 0.2 1.1
-0.4 -0.4 -0.4
0.1 0.2 0.3
0.1 -0.5 0.1
-0.2 0.1 -0.2
0.5 -0.2 -0.1
0.3 0.1 -0.2
0.2 0.3 0.1
0.3 0.1 -0.2
0.2 -0.3 0.1
0.4 -0.4 0.9
-1.1 -1.0 -1.5
0.0 0.1 0.2
1.5 -0.4 -0.7
-3.1 1.9 0.0
0.8 -0.7 0.0
0.8 1.3 1.6
0.9 -0.4 0.3
1.3 -0.5 -0.4
-0.2 0.2 0.0
-0.2 0.1 0.0
-0.1 0.2 0.2
-0.5 -0.7 -0.1
0.0 0.5 -0.5
0.0 0.2 0.0
-0.9 -1.5 0.5
0.9 1.8 1.0
0.2 0.1 0.2
-1.0 -1.3 -1.4
0.5 0.8 -0.1
0.6 -0.5 0.8
-0.1 0.5 -1.3
0.3 0.3 0.2
-0.2 0.1 0.1
-0.5 0.6 -0.2
-0.4 -0.1 -0.2
-0.1 -0.2 -0.2
0.1 -0.2 -0.2
0.0 -0.8 -0.1
0.7 -0.2 0.3
0.2 -0.8 -0.1
-0.5 -1.3 1.5
0.6 -0.2 -1.2
0.6 1.9 0.0
-1.5 -1.8 1.5
-0.8 1.3 -0.9
-0.3 0.9 -0.3
0.7 0.2 0.0
0.5 0.5 -0.3
0.0 0.0 0.0
0.7 -0.4 0.3
0.2 0.0 0.0
-0.3 -0.1 -0.5
0.2 0.3 -0.2
0.1 -0.1 0.1

These are the Mulliken partial charges, in e, on atoms 1 to 2: atom 1 (Al): 1.585, atom 2 (C): 0.602

---

Entry 3:
Entry from the Open Molecules 2025 dataset: C19H15AgN6S as an isolated structure at a distorted geometry (ωB97M-V with the def2-TZVPD basis set).

Results
HOMO level = -6.859 eV
Spin multiplicity = 1
HOMO-LUMO gap = 5.45 eV
Total charge = 0

Element x y z (Å)
Ag: -3.469842 10.254155 15.027709
S: -2.377323 8.187431 14.889049
C: -3.828809 7.221370 14.743269
N: -4.139587 6.438579 13.661076
N: -3.223733 6.459364 12.679108
C: -3.648243 6.148165 11.447337
C: -4.938076 5.587208 11.217390
C: -5.400091 5.690339 9.915388
C: -4.713127 6.346412 8.905555
C: -3.387838 6.718643 9.145211
C: -2.860040 6.558650 10.377819
N: -4.766462 7.087043 15.760377
N: -4.934744 8.068891 16.537586
C: -6.070504 8.034594 17.311346
C: -6.420265 9.237775 17.941472
C: -7.707893 9.443410 18.346948
C: -8.571381 8.380935 18.310061
C: -8.192607 7.173629 17.764571
C: -6.969675 6.983326 17.148014
H: -2.343476 6.887636 12.820698
H: -5.559628 5.249281 12.037699
H: -6.359042 5.279909 9.566608
H: -5.206977 6.534753 7.923308
H: -2.920590 7.124975 8.276012
H: -1.762760 6.804218 10.525267
H: -5.741881 10.093111 18.065739
H: -7.998318 10.359113 18.795948
H: -9.565203 8.463732 18.779624
H: -8.930065 6.349836 17.864644
H: -6.713913 6.200253 16.486832
N: -7.589657 16.581459 14.531384
C: -6.905235 15.624657 14.503755
C: -6.133111 14.452193 14.738468
C: -4.762404 14.594888 14.764558
C: -3.965597 13.474059 14.928678
N: -4.461447 12.250553 15.182804
C: -5.797308 12.083577 15.188296
C: -6.683767 13.171280 14.934429
H: -4.299033 15.541223 14.757300
H: -2.862768 13.487196 14.901690
H: -6.159978 11.092348 15.487063
H: -7.753287 12.953369 15.013507

Atomic forces in eV per Å
0.1 0.2 0.3
0.2 0.0 -0.2
-0.1 -2.0 -2.3
1.5 1.9 3.3
-1.1 -0.7 1.9
-1.6 -0.5 -1.5
1.0 0.8 -0.4
-1.2 -0.2 -0.9
0.0 -0.1 -0.4
-1.9 -0.2 -1.5
2.5 0.3 0.5
-1.3 1.0 0.4
2.6 -0.3 -1.9
-0.9 0.0 -0.3
0.7 0.6 -0.3
0.1 -0.5 0.5
-1.3 -0.3 0.7
-1.2 -1.6 0.1
-0.6 1.7 1.2
0.8 0.8 0.3
0.2 -0.1 -0.2
0.2 0.1 0.8
0.6 -0.3 0.9
1.0 0.3 0.0
-1.5 -0.1 0.1
0.2 -0.7 -0.4
-0.2 0.8 0.3
0.5 0.0 -0.4
0.6 0.5 -0.5
0.1 -0.9 -0.1
2.0 -2.6 -0.4
-2.8 2.8 0.8
-0.2 -1.2 -0.2
0.7 -1.2 0.3
0.6 -0.8 0.4
-0.6 -0.2 -0.6
-0.4 1.5 0.2
0.6 -1.0 0.6
0.3 1.0 -0.4
-0.7 0.4 0.0
0.0 0.5 -0.3
0.4 0.4 -0.3

These are the Mulliken partial charges, in e, on atoms 1 to 2: atom 1 (Ag): 0.183, atom 2 (S): -0.555

---

How do the records compare in electronic energy? In the order shown, they have -5075.03748; -5137.16450; -1606.59843 a.u..